A structure of composition C19H21BrI2N3O3RhS, computed with the ωB97M-V functional and the def2-TZVPD basis.

## Properties
Total charge: +2
Highest occupied orbital energy (alpha / beta) in eV: -13.64 / -13.64
ΔE to the lowest compared entry with this formula, charge and spin in eV: 3.0827
LUMO (alpha / beta) in Ha: -0.3178 / -0.3194

Geometry as XYZ:
```
51
Properties=species:S:1:pos:R:3:forces:R:3:lowdin_charge:R:1
Rh -0.0787 -0.0212 0.0053 0.2019 -0.1568 0.0393 0.6499
Br -2.5239 -3.0934 1.2668 -0.0105 0.0421 -0.0226 0.7939
C -2.6526 -3.3242 -0.5950 0.0003 0.0598 0.0400 -0.7525
C -3.8594 -3.7266 -1.1471 -0.0093 0.0128 0.0122 -0.0934
C -3.9858 -3.8658 -2.5224 0.0246 0.0082 -0.0116 -0.0273
C -2.9164 -3.5997 -3.3666 -0.0462 -0.0199 0.0176 -0.0459
C -1.7032 -3.1985 -2.8331 0.1039 -0.0837 0.0167 -0.1659
C -1.5869 -3.0707 -1.4540 0.0954 -0.1520 -0.0186 -0.7545
I 0.2873 -2.5346 -0.6936 -0.0731 0.3464 -0.0961 1.2624
H -4.6963 -3.9325 -0.4944 -0.0023 -0.0038 -0.0023 0.1177
H -4.9320 -4.1890 -2.9346 0.0006 -0.0028 0.0012 0.1267
H -3.0189 -3.7164 -4.4363 0.0024 0.0041 -0.0005 0.1239
H -0.8541 -3.0116 -3.4765 -0.0099 0.0158 -0.0029 0.1069
C 3.9600 1.2818 -0.7593 -0.0165 0.0565 0.0321 0.0516
C 2.8138 0.6110 -0.0815 0.1077 -0.0707 0.2982 -0.4957
N 3.0383 -0.1424 0.9796 0.0604 -0.0445 -0.1563 0.2458
O 1.6543 0.8171 -0.5423 -0.1821 -0.2626 -0.0588 -0.1311
H 4.1217 2.2464 -0.2714 -0.0189 0.0057 -0.0155 0.1108
H 3.7191 1.4566 -1.8034 0.0056 0.0042 -0.0066 0.1040
H 4.8732 0.6960 -0.6755 -0.0097 -0.0086 0.0085 0.1052
H 3.9768 -0.2624 1.3285 0.0067 0.0016 -0.0033 0.1504
H 2.2794 -0.5271 1.5272 -0.0108 0.0362 0.0599 0.1037
S -1.6079 -0.0338 -1.6745 -0.0620 0.0400 0.1000 0.7186
C -1.9632 1.6964 -1.7279 -0.0244 0.1709 0.0649 -0.6841
N -2.6686 2.2397 -0.7531 -0.0234 0.0131 -0.0453 0.0449
C -3.0862 3.6536 -0.7519 -0.0252 -0.0343 0.0059 -0.1178
C -3.1652 4.1482 -2.1864 -0.0035 -0.0035 0.0013 -0.1319
C -1.8685 3.8407 -2.9144 -0.0120 -0.0038 -0.0144 -0.1173
N -1.5495 2.4129 -2.7494 0.0194 -0.0341 0.0216 0.0680
H -3.0139 1.6199 -0.0350 -0.0373 -0.0024 -0.0247 0.1458
H -2.3723 4.2338 -0.1635 -0.0257 -0.0177 -0.0008 0.1167
H -4.0545 3.7068 -0.2595 0.0051 0.0115 0.0105 0.1409
H -3.3430 5.2218 -2.1954 0.0025 0.0020 0.0082 0.1366
H -4.0023 3.6704 -2.6976 0.0035 -0.0020 -0.0021 0.1339
H -1.0412 4.4331 -2.5195 0.0201 -0.0043 -0.0195 0.1239
H -1.9505 4.0407 -3.9802 -0.0049 -0.0037 -0.0003 0.1394
H -1.0124 1.9363 -3.4584 0.0127 0.0163 0.0027 0.1501
I 1.9997 6.9586 0.0187 -0.0203 -0.0635 0.0225 0.9529
C 1.6130 5.1025 0.8763 0.0672 0.0690 0.0205 -0.7243
C 0.5224 4.3584 0.4440 -0.0472 -0.0602 -0.0463 -0.1465
C 0.2720 3.1156 1.0004 0.0572 0.0277 -0.0263 -0.0510
C 1.1065 2.6072 1.9888 -0.0511 0.0111 0.1620 -0.1590
C 2.1750 3.3744 2.4470 -0.0277 -0.0184 -0.0429 0.0065
C 2.4365 4.6137 1.8860 0.0035 0.0310 -0.0325 -0.1151
C 0.8927 1.2709 2.6130 -0.0475 -0.0078 -0.3558 -0.5345
O 1.2856 0.9560 3.6955 0.1581 -0.0253 0.0337 0.1626
O 0.2055 0.3555 1.8645 -0.2001 0.0455 -0.0470 -0.2334
H -0.1291 4.7585 -0.3220 0.0225 0.0278 0.0221 0.0688
H -0.6023 2.5562 0.6820 0.0344 0.0213 0.0400 0.0763
H 2.7971 2.9887 3.2442 -0.0122 0.0031 0.0143 0.1342
H 3.2728 5.2016 2.2386 -0.0020 0.0026 -0.0029 0.1079
```
Forces are in eV/Å.



A structure of composition C19H21CdN4O2P, computed with the ωB97M-V functional and the def2-TZVPD basis.

## Properties
Total charge: +2
Highest occupied orbital energy in eV: -14.73
ΔE to the lowest compared entry with this formula, charge and spin in eV: 0.0000
LUMO in Ha: -0.2386

Geometry as XYZ:
```
48
Properties=species:S:1:pos:R:3:forces:R:3:lowdin_charge:R:1
Cd 1.3240 0.0723 -1.0091 0.0439 0.6130 0.1317 1.3172
C 6.1029 0.8117 -0.5245 0.2299 -0.2504 -0.0173 0.0233
O 5.1498 1.9015 -0.4834 -0.0574 0.0677 0.0037 0.0365
C 3.8864 1.6150 -0.5344 -0.1183 0.0826 0.1038 -0.5704
O 3.4267 0.4606 -0.5883 0.1290 -0.1185 -0.2796 -0.0809
N 3.1041 2.7136 -0.5012 0.0889 0.0151 -0.0270 0.0297
N 1.7154 2.5722 -0.5230 0.0486 -0.1164 -0.0589 0.0129
H 7.0761 1.2872 -0.5050 -0.0282 0.0417 0.0047 0.1099
H 5.9817 0.2382 -1.4401 -0.0538 0.0654 -0.0150 0.1046
H 5.9792 0.1679 0.3426 -0.0672 0.0670 0.0258 0.1059
H 3.5315 3.6253 -0.4322 0.0285 0.0431 0.0294 0.1799
H 1.3302 3.1750 -1.2419 -0.0454 0.0218 -0.0852 0.1128
H 1.3226 2.8562 0.3699 -0.0656 -0.0310 0.0847 0.1083
N -1.0449 -1.7434 -0.0919 0.0890 0.1218 -0.1119 -0.1159
P -1.1013 -0.0769 -0.4260 -0.5325 -0.2136 0.2083 0.9189
C -2.7153 0.1613 -1.1815 0.2670 0.0863 0.0784 -0.3859
C -3.8360 -0.0724 -0.3787 0.0470 0.0487 -0.0213 -0.0887
C -5.0998 0.0460 -0.9276 -0.0417 -0.0048 0.0413 -0.0435
C -5.2460 0.4126 -2.2612 0.0364 -0.0242 0.0366 -0.0348
C -4.1318 0.6634 -3.0486 -0.0334 0.0248 -0.0981 -0.0513
C -2.8591 0.5366 -2.5136 0.0604 -0.0673 0.0243 -0.0911
C -1.1734 0.7427 1.1910 0.0344 -0.0339 -0.1177 -0.4089
C -1.7313 2.0198 1.2757 0.0413 -0.0596 -0.0993 -0.1050
C -1.7415 2.6860 2.4906 -0.0017 0.0518 0.0025 -0.0546
C -1.1936 2.0838 3.6167 0.0219 -0.0313 0.0156 -0.0466
C -0.6280 0.8190 3.5299 0.0197 -0.0097 0.0701 -0.0547
C -0.6109 0.1448 2.3179 0.0098 0.0300 -0.1224 -0.0939
C 0.0608 -2.5800 -0.1435 0.1817 -0.0380 -0.0243 -0.3838
C -0.0770 -3.9403 0.1380 -0.0509 -0.1038 0.0058 0.0114
C 1.0383 -4.7474 0.1119 -0.0513 0.1589 -0.0235 -0.0097
C 2.2813 -4.1938 -0.1997 0.0977 0.0125 -0.0235 -0.0348
C 2.3439 -2.8543 -0.4772 -0.0116 -0.1138 0.0054 -0.1234
N 1.2549 -2.0532 -0.4500 -0.1372 -0.3328 0.1528 -0.0497
H -1.9247 -2.2041 0.0879 -0.0569 -0.0576 0.0496 0.1206
H -3.7133 -0.3207 0.6701 -0.0729 -0.0086 -0.0107 0.1161
H -5.9721 -0.1342 -0.3138 0.0037 -0.0071 -0.0128 0.1213
H -6.2370 0.5051 -2.6846 0.0043 0.0190 -0.0079 0.1226
H -4.2577 0.9573 -4.0818 0.0216 -0.0060 0.0049 0.1195
H -1.9863 0.7220 -3.1278 -0.0194 0.0064 -0.0309 0.0987
H -2.1812 2.4690 0.3967 -0.0367 0.0539 0.0575 0.1118
H -2.1905 3.6674 2.5658 -0.0087 -0.0109 -0.0094 0.1191
H -1.2163 2.5967 4.5687 0.0004 0.0115 -0.0089 0.1205
H -0.2117 0.3511 4.4122 -0.0006 0.0018 -0.0087 0.1185
H -0.1793 -0.8471 2.2523 -0.0202 -0.0176 0.0524 0.0992
H -1.0531 -4.3440 0.3728 0.0084 0.0109 0.0107 0.1278
H 0.9507 -5.8023 0.3333 -0.0244 -0.0035 -0.0012 0.1308
H 3.1756 -4.7986 -0.2231 0.0025 0.0190 -0.0111 0.1225
H 3.2770 -2.3687 -0.7303 0.0200 -0.0143 0.0266 0.1075
```
Forces are in eV/Å.



The molecule C19H21ClFN3O3S, computed with the ωB97M-V functional and the def2-TZVPD basis.

## Properties
Total charge: 0
Highest occupied orbital energy in eV: -8.35
SMILES: Cc1ccc(S(=O)(=O)NC(=O)N2CCN(Cc3c(F)cccc3Cl)CC2)cc1
LUMO in Ha: 0.0208

Geometry as XYZ:
```
49
Properties=species:S:1:pos:R:3:forces:R:3:lowdin_charge:R:1
C 7.6595 -0.8788 -0.4997 -0.0352 -0.0319 -0.0356 -0.0476
C 6.3568 -0.4247 0.0827 -0.0601 0.0426 0.0368 -0.2650
C 5.8827 -0.9656 1.2734 -0.0902 0.0531 -0.0116 -0.0259
C 4.6672 -0.5609 1.7967 0.0521 -0.0463 0.1033 -0.0463
C 3.9306 0.3866 1.1178 -0.4192 0.1861 0.2086 -0.3016
S 2.3744 0.8872 1.8001 -0.5024 -0.1247 0.4838 0.6916
O 2.4937 1.1380 3.2061 0.1856 -0.2839 0.0571 -0.2881
O 1.7444 1.8907 0.9941 0.3410 -0.1301 -0.3592 -0.2784
N 1.4244 -0.5285 1.7178 0.6532 0.6887 0.2558 0.0091
C 1.0749 -0.8670 0.4185 -0.0618 -0.5672 -0.5671 -0.5654
O 1.9396 -0.8669 -0.4357 0.0250 0.0875 -0.3385 0.0717
N -0.2049 -1.2517 0.1773 -0.0910 -0.1095 0.0730 -0.0356
C -1.3540 -0.8682 0.9743 -0.2715 0.3467 0.0818 -0.1209
C -1.9868 0.4025 0.3732 0.0201 -0.1429 0.2743 -0.1400
N -2.3518 0.2416 -1.0192 -0.0883 0.1413 -0.1078 -0.1521
C -3.5706 -0.5229 -1.2424 0.0209 0.0578 -0.0258 -0.1559
C -4.7594 0.2869 -0.7983 0.0348 -0.0818 -0.0631 -0.1622
C -5.1723 1.3762 -1.5613 -0.2114 -0.0304 0.2184 -0.2216
F -4.5224 1.6376 -2.7082 -0.0023 -0.0405 0.0590 0.0843
C -6.2336 2.1866 -1.2061 0.1752 -0.0223 -0.1585 -0.0021
C -6.9217 1.9090 -0.0382 0.1078 -0.1116 -0.0048 -0.0721
C -6.5501 0.8345 0.7486 -0.0356 -0.0295 0.1165 -0.1115
C -5.4792 0.0402 0.3667 -0.1599 0.3070 -0.2773 -0.5998
Cl -5.0557 -1.2933 1.3863 0.0471 -0.1991 0.2035 0.7282
C -1.2081 -0.2075 -1.7870 0.1787 -0.2527 0.0074 -0.1437
C -0.5697 -1.4812 -1.2128 0.1352 0.0566 -0.3950 -0.1111
C 4.3761 0.9436 -0.0626 -0.0377 0.1079 -0.0832 -0.0466
C 5.5924 0.5343 -0.5765 -0.0594 -0.0011 0.1368 -0.0225
H 7.4746 -1.5885 -1.3060 0.0616 -0.0582 -0.0596 0.0874
H 8.2101 -0.0383 -0.9162 0.0838 0.0227 -0.0289 0.0802
H 8.2744 -1.3688 0.2505 0.0809 -0.0314 0.0145 0.0758
H 6.4688 -1.7100 1.7922 0.0559 -0.0538 0.0594 0.1133
H 4.2836 -0.9627 2.7207 0.0331 -0.1247 0.1297 0.1179
H 0.7501 -0.5931 2.4626 0.0269 0.1734 0.1517 0.1034
H -1.0832 -0.6866 2.0134 -0.0799 -0.0720 -0.0193 0.1143
H -2.0673 -1.6989 0.9541 0.0560 0.0788 0.1031 0.1057
H -2.8688 0.6906 0.9473 0.0374 0.0475 0.0395 0.1124
H -1.2525 1.2131 0.4307 -0.0314 -0.0099 0.0972 0.1308
H -3.5837 -1.4990 -0.7376 -0.0288 0.0615 -0.1477 0.0886
H -3.6519 -0.6920 -2.3194 0.0140 -0.0654 0.0835 0.1311
H -6.5057 3.0146 -1.8405 -0.0065 0.0785 -0.0884 0.1190
H -7.7522 2.5293 0.2595 -0.0804 0.0602 0.0246 0.1087
H -7.0835 0.6090 1.6584 -0.0223 -0.0367 0.0760 0.1020
H -1.5102 -0.3650 -2.8235 0.0290 0.0157 -0.0231 0.1245
H -0.4617 0.5920 -1.7591 0.0475 -0.0526 -0.0762 0.1331
H 0.3370 -1.7340 -1.7615 -0.1442 -0.0558 0.0166 0.1222
H -1.2682 -2.3225 -1.2505 0.0302 0.0131 -0.0122 0.1258
H 3.7595 1.6751 -0.5585 -0.0402 0.0759 -0.1402 0.1178
H 5.9543 0.9575 -1.5020 0.0270 0.0633 -0.0890 0.1168
```
Forces are in eV/Å.



The molecule C19H21ClN2O7S in a non-equilibrium geometry, computed with the ωB97M-V functional and the def2-TZVPD basis.

## Properties
Total charge: 0
Highest occupied orbital energy in eV: -7.83
ΔE to the lowest compared entry with this formula, charge and spin in eV: 0.5769
SMILES: COC(=O)c1ccc(Cl)c(NC(=O)CN(c2ccc(OC)c(OC)c2)S(C)(=O)=O)c1
LUMO in Ha: 0.0045

Geometry as XYZ:
```
51
Properties=species:S:1:pos:R:3:forces:R:3:lowdin_charge:R:1
C 2.7622 1.4960 -8.2390 -0.1993 0.1181 -0.3706 -0.0424
O 2.8258 1.0671 -6.8864 0.1610 -0.1104 0.3605 -0.0407
C 1.6484 0.8978 -6.2725 -0.1911 0.0542 -0.1841 -0.4597
O 0.5854 1.0859 -6.8110 0.0900 0.0015 0.0261 0.1170
C 1.7999 0.4518 -4.8642 0.0199 -0.1315 0.2813 -0.1163
C 3.0414 0.1661 -4.3017 -0.1923 0.0505 -0.0976 -0.0046
C 3.1154 -0.2768 -2.9969 -0.0870 -0.0093 0.0921 -0.0799
C 1.9624 -0.4274 -2.2363 -0.0652 0.0924 -0.2512 -0.5664
Cl 2.0926 -1.0801 -0.6529 0.1916 -0.2440 0.0876 0.7850
C 0.7149 -0.0962 -2.7748 0.3233 0.1024 -0.0203 -0.2321
N -0.4673 -0.2065 -2.0199 -0.1013 -0.1988 -0.2772 0.1229
C -0.6549 0.3836 -0.8018 -0.2230 0.0084 -0.0286 -0.4808
O 0.1922 1.0255 -0.2288 -0.0686 0.0645 -0.0871 0.0458
C -2.0580 0.1599 -0.2418 -0.0478 0.1983 -0.1109 -0.1127
N -2.1576 0.4814 1.1555 -0.1321 0.9806 -0.2681 -0.1575
C -1.5486 -0.3519 2.1057 0.2990 -0.5819 0.6226 -0.2508
C -0.7176 -1.4038 1.7599 -0.2477 0.3206 -0.1957 -0.0275
C -0.1493 -2.2015 2.7465 0.0160 -0.0968 0.3202 -0.0048
C -0.3930 -1.9701 4.0861 0.0056 -0.0169 0.1390 -0.2014
O 0.1268 -2.6895 5.1220 -0.2820 0.3515 -0.0711 -0.0661
C 0.9908 -3.7551 4.8200 0.1266 -0.1574 -0.0593 -0.0871
C -1.2571 -0.9096 4.4436 0.1532 -0.0780 0.0478 -0.1861
O -1.4699 -0.7443 5.7753 0.2261 -0.2824 -0.2973 -0.0569
C -2.3547 0.2692 6.1898 -0.1485 0.1771 0.0642 -0.0701
C -1.8216 -0.1236 3.4575 0.0100 -0.1738 0.3530 0.0275
S -2.3440 2.1238 1.5023 0.0954 0.3383 0.2252 0.6551
C -0.7453 2.7068 2.1030 -0.5752 -0.3974 -0.3976 -0.0915
O -3.2983 2.2701 2.5625 0.1274 -0.1216 0.2259 -0.2975
O -2.6624 2.7584 0.2571 0.2865 -0.0340 -0.2590 -0.2892
C 0.6493 0.3227 -4.0958 0.1973 0.0097 -0.0527 0.0627
H 2.2402 2.4523 -8.3092 0.0628 -0.0790 -0.0164 0.0988
H 3.7909 1.5954 -8.5749 -0.0483 -0.0118 0.0338 0.0940
H 2.2288 0.7609 -8.8451 0.0618 0.0731 0.0308 0.0987
H 3.9356 0.2784 -4.8928 0.0815 0.0001 -0.0275 0.1196
H 4.0675 -0.5278 -2.5569 0.0661 -0.0256 0.0604 0.1075
H -1.2908 -0.4856 -2.5339 0.0492 -0.0437 0.1358 0.1554
H -2.7335 0.8484 -0.7578 0.0851 -0.2788 -0.1637 0.1258
H -2.3908 -0.8689 -0.4066 0.0291 0.0832 0.0447 0.1416
H -0.4848 -1.6235 0.7314 0.0438 -0.0133 -0.1196 0.0840
H 0.4967 -3.0078 2.4385 0.0707 -0.0965 0.0266 0.1062
H 0.4889 -4.5273 4.2269 0.0199 0.0359 0.0078 0.0962
H 1.2850 -4.1752 5.7806 0.0114 -0.0093 -0.0937 0.0939
H 1.8841 -3.4130 4.2864 -0.0376 -0.0106 0.0066 0.0960
H -3.3595 0.1187 5.7839 0.0297 0.0021 0.0000 0.1017
H -1.9982 1.2627 5.8994 -0.0056 -0.0341 -0.0083 0.0981
H -2.3871 0.1997 7.2761 -0.0342 0.0527 -0.0838 0.0953
H -2.5005 0.6716 3.7079 -0.0746 -0.0215 0.1911 0.0830
H -0.0105 2.4786 1.3425 0.0639 -0.0179 -0.0405 0.0461
H -0.8409 3.7738 2.2555 -0.1880 0.1739 0.0488 0.0721
H -0.5259 2.1971 3.0311 0.0382 -0.0706 0.1663 0.0601
H -0.3032 0.5620 -4.5457 -0.0928 0.0579 -0.0164 0.1318
```
Forces are in eV/Å.



What is the formula in the first record? C19H21BrI2N3O3RhS